The following is a quantum chemistry calculation of a 2-piece molecular cluster, C5H13NO2 overall, from the Open Molecules 2025 dataset.

Geometry (Å):
O (-2.81913, 1.71558, -1.61170)
O (1.20757, -1.74484, -0.74517)
N (-0.46118, -3.24189, -0.37007)
C (1.76837, 2.08605, 0.71304)
C (1.25491, 0.62486, 0.99127)
C (-0.71323, -0.86507, 0.28806)
C (0.10237, -1.95544, -0.29293)
C (-0.01543, 0.58037, 0.20195)
H (2.13835, 1.99397, -0.34568)
H (0.18520, -3.88466, -0.75239)
H (-1.70878, -0.90827, -0.19487)
H (-0.80633, 1.21399, 0.62882)
H (-0.07765, 0.84881, -0.83964)
H (2.73817, 2.27491, 1.21781)
H (-2.82512, 0.72223, -1.68967)
H (1.12118, 2.93707, 0.71475)
H (1.06924, 0.42256, 2.05253)
H (-1.87346, 1.82988, -1.70764)
H (-1.38032, -3.53707, -0.11320)
H (1.92895, -0.11499, 0.48757)
H (-0.83368, -0.99805, 1.36716)

SMILES: CCCCC(N)=O.O
ΔE to the lowest compared entry with this formula, charge and spin, kcal per mole: 26.7
HOMO, eV: -10.0
Orbital gap, eV: 10.623
E, a.u.: -403.53412